No. 1
The following is a DFT calculation (ωB97M-V/def2-TZVPD) of C2H3N3O in the gas phase at a distorted geometry.

Structure (XYZ):
```
9
C2H3N3O | OMol25 | ωB97M-V/def2-TZVPD
C 0.371 0.046 0.094
H -1.491 -0.785 -0.581
N 1.026 -1.052 0.872
N 1.854 1.755 -0.781
N 1.141 0.954 -0.372
C -1.121 0.055 0.017
H -1.470 0.984 -0.440
O 1.283 -2.000 0.185
H -1.562 -0.017 1.019
```

The frontier orbital gap (spin up / spin down) comes out at 7.83 / 7.83 eV. The calculation puts the total energy at -8635.628 eV. Its total charge is 0. Its energy relative to the best compared isomer or geometry (same formula, charge and spin) is 469.6 kJ/mol. Its HOMO energy (spin up / spin down) is -8.547 / -8.547 eV. Its multiplicity is 1. Its largest force on an atom is 0.0218 Eh/bohr.

***

No. 2
The following is a DFT calculation (ωB97M-V/def2-TZVPD) of 2 unconnected molecules or ions with the total composition C4H3ClFNO at a distorted geometry.

Structure (XYZ):
```
11
C4H3ClFNO | OMol25 | ωB97M-V/def2-TZVPD
N 0.149 0.021 -0.119
C -0.835 0.052 0.796
H -1.960 1.711 1.527
C -1.191 1.329 0.954
C 0.910 -2.431 -0.679
Cl 1.059 -2.047 -2.284
O -0.443 2.120 0.175
F 2.133 -2.558 -0.010
C 0.328 1.243 -0.483
H -1.223 -0.939 1.330
H 1.072 1.500 -1.207
```

The frontier orbital gap comes out at 9.47 eV. The calculation puts the total energy at -22970.048 eV. Its total charge is 0. Its energy relative to the best compared isomer or geometry (same formula, charge and spin) is 330.5 kJ/mol. Its HOMO energy is -9.412 eV. Its multiplicity is 1. Its largest force on an atom is 0.0726 Eh/bohr.

***

No. 3
The following is a DFT calculation (ωB97M-V/def2-TZVPD) of a molecular structure, C25H28BrI2N5O3Pt.

Structure (XYZ):
```
65
C25H28BrI2N5O3Pt | OMol25 | ωB97M-V/def2-TZVPD
C -0.744 2.336 -1.146
H -0.603 4.027 0.139
H 3.445 -0.847 5.138
C -4.595 -0.687 0.905
I -6.406 -1.130 0.040
H -1.335 2.203 -4.366
H -0.292 2.003 0.702
C 4.163 -0.965 -2.255
C 2.203 -3.410 3.306
H -1.091 3.652 -3.407
H -0.911 -2.384 2.636
C -1.571 2.676 -3.417
H 0.544 -4.226 1.381
N 1.791 -1.319 2.271
H -1.765 -3.445 1.517
C -3.088 2.825 -3.262
C 1.676 -2.650 2.284
C -4.389 0.584 1.468
C -3.580 -1.677 0.932
H -1.999 4.075 -0.942
H -1.692 -1.453 -2.815
C 2.956 -1.384 4.337
H -2.763 -0.095 -3.146
N -0.352 1.495 -0.186
N -0.970 1.844 -2.364
H 0.094 0.091 -2.032
C 5.027 0.062 -1.901
H -0.336 0.405 -3.707
C 2.861 -2.766 4.346
N -0.153 -2.337 0.700
C 2.871 1.906 0.595
C 2.933 -1.012 -1.638
H -0.380 4.405 -1.568
C -0.948 3.795 -0.865
Pt 0.699 -0.193 0.692
N 2.540 -0.135 -0.710
H -3.606 1.898 -3.499
H 1.614 -3.372 0.273
H -0.436 -2.573 -0.243
Br 1.736 -2.393 -2.146
H -3.432 3.593 -3.954
C -2.355 -1.400 1.451
H 3.282 -3.341 5.161
C 4.623 1.000 -0.972
C -3.169 0.890 2.005
H 5.242 1.837 -0.682
C -0.696 0.435 -2.680
I -2.778 2.760 2.797
C -1.941 -0.435 -2.516
H -3.369 3.129 -2.253
C 0.936 -3.243 1.116
H 2.101 -4.488 3.293
O -0.915 0.257 2.328
H -5.190 1.310 1.476
O 1.874 1.528 1.338
H 6.005 0.127 -2.361
H 4.433 -1.710 -2.990
C 3.374 0.868 -0.394
H -3.801 -2.673 0.564
C 2.405 -0.685 3.279
C -1.308 -2.460 1.623
O 3.424 2.981 0.620
H -2.273 -0.440 -1.474
C -2.071 -0.067 1.964
H 2.449 0.393 3.214
```

The frontier orbital gap (spin up / spin down) comes out at 8.64 / 5.09 eV. The calculation puts the total energy at -129446.525 eV. Its total charge is +2. Its HOMO energy (spin up / spin down) is -13.618 / -14.378 eV. Its multiplicity is 5. Its largest force on an atom is 0.0130 Eh/bohr.

***

No. 4
The following is a DFT calculation (ωB97M-V/def2-TZVPD) of a molecular structure, C6H10O.

Structure (XYZ):
```
17
C6H10O | OMol25 | ωB97M-V/def2-TZVPD
C 0.331 0.839 1.338
H -0.569 2.010 -0.460
H 0.257 -1.455 -1.486
C 1.409 0.842 -0.384
H -1.355 -2.086 -1.140
H -0.904 -0.942 2.028
H -1.160 -0.690 -2.219
H 1.603 -0.164 -0.785
H -1.962 0.005 0.059
H 0.591 -1.320 1.140
C -0.098 1.083 -0.120
H 0.040 1.442 2.205
C -0.232 -0.603 1.235
H 2.014 1.500 -1.010
C -0.906 -0.229 -0.116
C -0.785 -1.166 -1.306
O 1.723 0.933 1.019
```

The frontier orbital gap comes out at 10.51 eV. The calculation puts the total energy at -8429.664 eV. Its total charge is 0. Its energy relative to the best compared isomer or geometry (same formula, charge and spin) is 152.1 kJ/mol. Its HOMO energy is -9.418 eV. Its multiplicity is 1. Its largest force on an atom is 0.0110 Eh/bohr.

***

No. 5
The following is a DFT calculation (ωB97M-V/def2-TZVPD) of a molecular structure, C21H15Cl2CoFN6S at a distorted geometry.

Structure (XYZ):
```
47
C21H15Cl2CoFN6S | OMol25 | ωB97M-V/def2-TZVPD
N 0.017 1.057 -2.821
N 1.007 2.981 -4.002
C -2.471 -1.124 -4.457
H 1.624 2.465 3.698
C -1.909 -0.165 -3.622
C -1.297 -3.323 5.407
H 2.821 4.382 2.611
C 0.156 -0.157 -4.910
N 0.576 0.074 3.622
H 2.950 4.458 0.088
H 1.236 0.635 4.144
C -0.887 -2.504 -1.350
N 1.071 1.668 0.443
H -2.463 0.284 -2.821
H -1.787 -4.221 5.788
Co 0.007 0.363 -0.416
Cl -2.159 -1.253 -0.864
C 1.583 4.124 -3.726
C -1.437 -3.047 4.062
C -0.587 0.208 -3.776
N -0.208 -0.363 1.460
C -0.515 -2.429 6.167
C 0.566 2.074 -3.257
H -3.472 -1.501 -4.264
H -0.990 -3.335 -0.677
H -0.395 -2.620 7.249
H 0.672 -0.622 6.259
C 1.716 2.569 2.615
H 1.143 0.261 -5.056
S -1.140 -1.699 1.809
C -0.005 -1.086 4.231
C 1.105 1.596 1.799
C -0.388 -1.097 -5.771
H 1.663 2.708 -1.231
C -1.688 -1.574 -5.540
C 2.404 3.683 0.597
N 1.946 5.236 -3.580
Cl 0.794 -1.802 -1.166
F -2.183 -2.578 -6.317
H -1.013 -2.750 -2.424
C 0.096 -1.310 5.627
C 1.712 2.738 -0.145
H 0.122 -1.356 -6.694
H -1.990 -3.710 3.383
C 2.359 3.618 2.009
C 0.393 0.416 2.344
C -0.753 -1.971 3.476
```

The frontier orbital gap (spin up / spin down) comes out at 4.35 / 6.00 eV. The calculation puts the total energy at -107175.625 eV. Its total charge is +1. Its energy relative to the best compared isomer or geometry (same formula, charge and spin) is 23.9 kJ/mol. Its HOMO energy (spin up / spin down) is -8.401 / -10.129 eV. Its multiplicity is 5. Its largest force on an atom is 0.0873 Eh/bohr.

***

No. 6
The following is a DFT calculation (ωB97M-V/def2-TZVPD) of C21H22N2OSi in the gas phase at a distorted geometry.

Structure (XYZ):
```
47
C21H22N2OSi | OMol25 | ωB97M-V/def2-TZVPD
H 0.383 -4.733 0.478
C -3.982 0.633 1.197
C -2.667 -4.629 1.989
C 5.887 1.248 -1.308
H -3.402 -5.271 2.463
H 0.170 -0.296 1.191
N -3.632 0.334 -1.275
H 4.285 4.485 0.466
H 4.455 4.175 -1.267
H -1.998 1.813 -2.592
C -1.646 -0.150 0.091
H -3.178 1.382 1.290
C -0.156 1.570 -1.587
H -4.150 1.315 -3.099
C -2.246 0.466 -1.025
C -4.522 0.590 -0.201
N -3.499 -0.611 1.498
H 5.138 0.635 1.953
H 5.894 1.981 -2.108
H 6.302 1.937 1.809
C 4.875 3.934 -0.273
H 5.445 0.283 -1.577
Si 4.731 2.071 -0.012
C -0.841 -3.009 0.680
C -2.958 -3.318 1.705
C -4.201 0.290 -2.626
O -5.736 0.674 -0.336
H -1.310 -6.183 1.715
H -3.918 -2.921 2.039
C -2.442 -1.047 0.933
C -1.487 1.307 -1.808
C -1.459 -5.126 1.553
H 0.409 2.291 -2.168
H -5.256 -0.039 -2.614
C -2.039 -2.454 1.108
H 4.641 2.283 2.390
C 0.476 0.913 -0.536
H -3.647 -0.492 -3.204
H -0.125 -2.374 0.182
C 1.885 1.115 -0.440
H 5.958 4.109 -0.268
H -4.776 0.874 1.885
C 3.030 1.480 -0.200
C -0.542 -4.332 0.886
H 6.913 1.026 -1.000
C 5.254 1.685 1.701
C -0.316 0.094 0.322
```

The frontier orbital gap comes out at 8.65 eV. The calculation puts the total energy at -35038.561 eV. Its total charge is 0. The SMILES is CN1C(=O)CN=C(c2ccccc2)c2cc(C#C[Si](C)(C)C)ccc21. Its energy relative to the best compared isomer or geometry (same formula, charge and spin) is 0.0 kJ/mol. Its HOMO energy is -8.519 eV. Its multiplicity is 1. Its largest force on an atom is 0.0739 Eh/bohr.